This record from the OMol25 dataset describes a cluster of 6 separate species, C35H83INO9P2 in total in a non-equilibrium geometry. The level of theory is ωB97M-V/def2-TZVPD.

XYZ file:
```
131
Properties=species:S:1:pos:R:3:lowdin_charge:R:1
C 0.07446 2.50934 3.15388 -0.10
C -0.71095 2.71145 4.46272 -0.24
C -2.22904 2.56628 4.31340 -0.21
C -2.99347 3.85717 3.97139 -0.20
C -2.35686 4.79887 2.95502 -0.21
C -2.42600 4.39498 1.47297 -0.20
C -3.76020 3.79493 1.01189 -0.20
C -3.80158 2.25206 1.05503 -0.18
C -3.82305 1.57835 -0.33534 -0.19
C -2.73700 0.49926 -0.44030 -0.21
C -1.38765 1.08687 -0.84191 -0.20
C -0.33654 0.01277 -1.20013 -0.20
C 0.54700 0.43605 -2.36612 -0.22
C 1.46352 1.61286 -2.03706 -0.20
C 2.57327 1.25309 -1.01476 -0.19
C 3.99093 1.25670 -1.61760 -0.21
C 4.47763 -0.16481 -1.92097 -0.20
C 4.78423 -0.95599 -0.62777 -0.19
C 6.12527 -1.70570 -0.65868 -0.19
C 6.09920 -3.02590 0.11241 -0.14
C 5.75936 -2.82880 1.59874 -0.38
O 4.40668 -3.01847 1.89752 -0.28
P 4.04335 -4.57874 2.55759 0.35
I 3.80071 -6.76311 3.97133 0.35
N 3.56388 -5.29938 0.93553 -0.21
C 2.73801 -4.31875 0.19130 -0.13
C 2.77175 -6.49002 1.00085 -0.69
C 3.51142 -7.72293 0.55545 -0.05
O 1.59826 -6.50593 1.28694 0.03
O 5.69610 -5.04704 2.30208 -0.39
C 6.49801 -3.90522 2.41898 -0.47
P 6.88373 -3.42182 4.16252 0.77
O 6.89456 -1.94099 4.38960 -0.45
H 0.41140 3.45542 2.73151 0.06
H 0.96607 1.91084 3.32200 0.07
H -0.53398 2.02486 2.39184 0.05
H -0.50136 3.71662 4.83114 0.10
H -0.35252 2.00055 5.20204 0.10
H -2.45577 1.77058 3.60477 0.09
H -2.62248 2.21783 5.27060 0.10
H -3.09244 4.41446 4.90550 0.11
H -4.00516 3.58684 3.66945 0.10
H -2.86050 5.76459 3.04122 0.11
H -1.31562 4.98163 3.21867 0.09
H -2.25242 5.30229 0.88968 0.10
H -1.59697 3.73356 1.22158 0.08
H -3.97925 4.13888 0.00274 0.10
H -4.55041 4.20623 1.64259 0.10
H -2.90358 1.91217 1.56691 0.07
H -4.66224 1.94060 1.64607 0.11
H -4.78110 1.09341 -0.50344 0.08
H -3.67185 2.32542 -1.11121 0.09
H -3.01942 -0.27865 -1.15112 0.10
H -2.61745 0.01645 0.53208 0.11
H -1.52957 1.73011 -1.71273 0.10
H -0.99450 1.68195 -0.01713 0.09
H 0.27361 -0.16891 -0.31444 0.11
H -0.82930 -0.93224 -1.42712 0.11
H 1.13576 -0.40599 -2.73461 0.11
H -0.11183 0.73751 -3.18712 0.10
H 0.86089 2.42443 -1.63203 0.10
H 1.94581 1.94753 -2.95476 0.09
H 2.35640 0.26716 -0.60692 0.10
H 2.54681 1.94806 -0.17713 0.10
H 4.02101 1.89401 -2.50138 0.09
H 4.66697 1.67762 -0.87096 0.10
H 5.37428 -0.14690 -2.53969 0.10
H 3.67486 -0.67708 -2.45270 0.10
H 3.97077 -1.65100 -0.43960 0.09
H 4.78522 -0.27019 0.21929 0.11
H 6.40752 -1.90975 -1.69218 0.10
H 6.87938 -1.06539 -0.19722 0.11
H 5.37488 -3.71454 -0.31100 0.10
H 7.07157 -3.50449 -0.00942 0.11
H 6.08904 -1.83830 1.92077 0.13
H 2.67239 -4.28595 2.80769 0.01
H 4.35278 -4.02705 3.83845 -0.06
H 2.11185 -3.71397 0.85236 0.07
H 3.36083 -3.68674 -0.42618 0.04
H 2.05501 -4.85210 -0.46867 0.08
H 4.34976 -7.87408 1.23191 0.03
H 2.84997 -8.58115 0.52304 0.07
H 3.94292 -7.50849 -0.42212 0.08
H 7.47489 -4.17032 2.00645 0.11
H 5.97830 -4.10028 4.99148 0.00
H 8.13658 -4.00640 4.45198 0.01
C 6.63334 -2.24586 8.05903 -0.10
C 5.26937 -1.79123 7.56548 -0.34
O 5.36832 -0.78366 6.57659 -0.10
H 7.18973 -1.39885 8.46344 0.07
H 6.53932 -3.00892 8.83523 0.07
H 7.21670 -2.65974 7.23409 0.05
H 4.69221 -1.36459 8.38773 0.10
H 4.70732 -2.64778 7.17215 0.11
H 5.86686 -1.16575 5.83545 0.02
C -7.75392 -0.46202 -3.57819 -0.10
C -6.46042 -0.08554 -2.87851 -0.31
O -6.71345 0.57528 -1.64006 -0.09
H -8.36070 0.42685 -3.75765 0.08
H -7.54941 -0.94827 -4.53471 0.07
H -8.34614 -1.13961 -2.96228 0.06
H -5.87510 0.61015 -3.47854 0.10
H -5.84788 -0.97724 -2.70380 0.11
H -7.21663 -0.02622 -1.08144 0.08
C -4.35691 3.35553 -6.12861 -0.09
C -4.27672 3.61621 -4.63553 -0.32
O -3.81748 2.47920 -3.91525 -0.09
H -5.01677 2.51098 -6.33080 0.07
H -4.73496 4.23045 -6.65988 0.07
H -3.37093 3.11173 -6.53088 0.07
H -5.26302 3.84459 -4.23319 0.11
H -3.62258 4.47175 -4.43510 0.11
H -2.93468 2.25792 -4.23069 0.08
C 3.46951 4.95479 -3.14777 -0.09
C 2.81228 4.78724 -4.50426 -0.33
O 1.40036 4.97541 -4.44957 -0.09
H 3.04306 4.25129 -2.43201 0.06
H 4.54466 4.78106 -3.20990 0.08
H 3.30510 5.96339 -2.76000 0.07
H 2.96351 3.77626 -4.88080 0.11
H 3.24856 5.48508 -5.22809 0.11
H 1.23323 5.86592 -4.12522 0.08
C -11.77536 -2.91300 -4.93318 -0.09
C -10.48600 -2.54248 -4.22353 -0.33
O -10.74431 -1.88573 -2.98471 -0.09
H -12.37590 -2.02111 -5.11313 0.08
H -11.57294 -3.39824 -5.88917 0.07
H -12.37035 -3.59666 -4.32297 0.07
H -9.90372 -1.84749 -4.82425 0.10
H -9.87199 -3.43218 -4.04660 0.11
H -11.24901 -2.48865 -2.42972 0.08
```

Net charge ... -1
Maximum force ... 0.02657 Eh/bohr
LUMO ... 0.0652 hartree
HOMO energy ... -5.1 eV
M ... 850.90 g/mol
E_tot ... -3095.69630 Eh
Frontier orbital gap ... 0.2538 Ha